Here is the molecule C15H22N2O2S from OMol25. Energies are from wB97M-V/def2-TZVPD.

Output
**SMILES**: NC(=O)C1CCN(C[C@@H](O)CSc2ccccc2)CC1
**Energy relative to the best compared isomer or geometry (same formula, charge and spin)**: 18.1 kcal/mol
**Highest occupied orbital energy**: -7.909 eV
**Net charge**: 0

Geometry (Å):
N: 4.4158 1.8423 -1.8756
C: 3.4645 1.7371 -0.9162
O: 2.3937 2.2893 -1.0238
C: 3.8931 0.8871 0.2784
C: 4.0871 -0.5803 -0.1240
C: 2.7410 -1.2202 -0.4560
N: 1.8952 -1.1618 0.7184
C: 0.7790 -2.0719 0.7126
C: -0.3092 -1.8894 -0.3851
O: -0.7989 -3.1422 -0.8028
C: -1.4402 -0.9829 0.0922
S: -2.7277 -0.9047 -1.2079
C: -3.9721 0.1330 -0.5010
C: -5.1256 0.3027 -1.2648
C: -6.1570 1.0929 -0.8018
C: -6.0543 1.7234 0.4290
C: -4.9091 1.5564 1.1858
C: -3.8670 0.7666 0.7293
C: 1.5852 0.2150 1.0543
C: 2.8713 0.9578 1.4151
H: 5.3265 1.4313 -1.7821
H: 4.2174 2.3931 -2.6943
H: 4.8496 1.2930 0.6300
H: 4.7563 -0.6704 -0.9814
H: 4.5286 -1.1173 0.7172
H: 2.8861 -2.2676 -0.7303
H: 2.2978 -0.6943 -1.3191
H: 1.1872 -3.0794 0.5779
H: 0.3094 -2.0277 1.7015
H: 0.1454 -1.4612 -1.2836
H: -1.3390 -3.5188 -0.0980
H: -1.9003 -1.3935 0.9949
H: -1.0744 0.0249 0.2780
H: -5.1957 -0.1936 -2.2209
H: -7.0460 1.2172 -1.4023
H: -6.8613 2.3407 0.7936
H: -4.8174 2.0449 2.1451
H: -2.9846 0.6602 1.3399
H: 0.9154 0.2182 1.9181
H: 1.0978 0.7459 0.2236
H: 2.6303 1.9996 1.6290
H: 3.3061 0.5043 2.3073

Forces on atoms 1 to 6 (eV/Å):
N 0.257 0.085 -0.431
C 0.470 -0.139 0.207
O -0.432 0.184 0.033
C -0.131 -0.020 0.249
C -0.086 -0.010 -0.185
C 0.266 -0.090 0.094



Here is the molecule C15H22N2O3 from OMol25. Energies are from wB97M-V/def2-TZVPD.

Output
**SMILES**: CC(C)C[C@H](NC(=O)[C@@H](N)Cc1ccccc1)C(=O)O
**Energy relative to the best compared isomer or geometry (same formula, charge and spin)**: 12.0 kcal/mol
**Highest occupied orbital energy**: -9.218 eV
**Net charge**: 0

Geometry (Å):
C: -0.0262 -3.0442 2.6655
C: 0.7622 -1.7265 2.5816
C: 1.9734 -1.8656 1.6671
C: -0.1183 -0.5237 2.2039
C: -0.7658 -0.5361 0.8154
N: -1.3751 0.7573 0.5604
C: -1.6180 1.3837 -0.6234
O: -2.1531 2.4712 -0.6688
C: -1.1988 0.6769 -1.9349
N: -2.2684 0.7908 -2.9412
C: 0.0441 1.4120 -2.4933
C: 1.2494 1.3476 -1.6124
C: 2.2260 0.3397 -1.7849
C: 3.3440 0.2769 -0.9683
C: 3.5146 1.1963 0.0571
C: 2.5553 2.1819 0.2660
C: 1.4308 2.2532 -0.5659
C: -1.8726 -1.5860 0.7406
O: -2.7798 -1.6893 1.5342
O: -1.7638 -2.3903 -0.3324
H: 0.5761 -3.8071 3.1122
H: -0.9419 -2.9298 3.2690
H: -0.3154 -3.3903 1.6796
H: 1.1240 -1.4931 3.5888
H: 2.5386 -0.9482 1.5992
H: 2.6693 -2.6780 2.0570
H: 1.6787 -2.1567 0.6495
H: -0.9055 -0.4087 2.9659
H: 0.5126 0.4034 2.2276
H: 0.0006 -0.7628 0.0311
H: -1.7302 1.2504 1.3640
H: -0.9562 -0.3626 -1.8206
H: -3.0575 0.2010 -2.6604
H: -2.6323 1.7249 -2.9113
H: 0.2584 0.9524 -3.4676
H: -0.2154 2.4759 -2.6685
H: 2.1186 -0.3878 -2.6295
H: 4.0831 -0.4975 -1.1291
H: 4.3937 1.1704 0.7379
H: 2.6814 2.9180 1.0631
H: 0.7222 3.0281 -0.4233
H: -2.5268 -2.9884 -0.3180

Forces on atoms 1 to 6 (eV/Å):
C -0.474 0.849 0.173
C -0.270 -0.050 -0.015
C 0.548 -1.340 0.314
C 0.458 0.759 0.090
C 0.432 -0.436 -0.582
N 0.076 0.165 0.013



Here is a structure of composition C15H22N2O3 from OMol25. Energies are from wB97M-V/def2-TZVPD.

Output
**Energy relative to the best compared isomer or geometry (same formula, charge and spin)**: 374.9 kcal/mol
**Highest occupied orbital energy**: -7.812 eV
**Net charge**: 0

Geometry (Å):
C: -6.0964 -1.3844 0.2176
O: -5.2064 -0.2345 0.1951
C: -3.8398 -0.2486 -0.0252
C: -3.3119 -1.5887 -0.2431
C: -1.9741 -1.8231 -0.5455
C: -1.2687 -0.5870 -0.3051
C: -1.9232 0.5951 0.0231
C: -3.2313 0.8463 -0.0908
O: -3.6881 2.1279 0.1460
C: -4.9653 2.3875 0.2343
H: -5.0907 3.7200 0.3387
H: -5.6018 2.2193 -0.7825
H: -5.5061 1.8135 0.9827
H: -1.2349 1.7178 -0.0874
N: 0.1574 -0.6586 -0.6304
C: 1.0268 0.3209 -0.6033
O: 0.8417 1.3524 -0.8771
N: 2.3618 -0.1291 -0.6551
C: 2.9142 -1.2802 -0.3442
C: 4.2071 -1.3994 0.3859
H: 4.9170 -1.3392 -0.6276
C: 4.3978 -0.3155 1.5152
C: 5.0229 1.0304 0.8599
C: 3.9193 1.7379 0.1805
H: 3.1576 2.1585 0.4153
H: 4.5240 2.6186 -0.3992
C: 3.4019 0.7078 -1.1618
H: 4.2119 0.5442 -1.7559
H: 2.7957 1.5518 -1.7147
H: 5.3984 1.5015 1.7061
H: 5.9084 0.8331 0.1183
H: 3.5772 -0.2629 1.8147
H: 5.3033 -0.7719 2.0585
H: 4.3435 -2.5788 0.6561
H: 2.1072 -1.7615 0.5344
H: 2.7668 -1.9180 -1.0620
H: 0.4911 -1.5901 -0.8064
H: -1.5496 -2.5940 -0.2904
H: -3.9635 -2.4216 -0.2303
H: -5.9931 -1.9758 1.0087
H: -5.9980 -1.9452 -0.6872
H: -7.3100 -0.9762 0.5341

Forces on atoms 1 to 6 (eV/Å):
C -2.743 4.542 -1.345
O -1.936 -0.182 0.534
C -6.944 -10.311 -0.831
C 0.982 1.404 -0.658
C -5.056 11.116 0.729
C 1.422 -0.416 -1.451



Here is the molecule C15H22N2O3 from OMol25. Energies are from wB97M-V/def2-TZVPD.

Output
**SMILES**: CC[C@H](C)[C@H](N)C(=O)N[C@@H](Cc1ccccc1)C(=O)O
**Energy relative to the best compared isomer or geometry (same formula, charge and spin)**: 103.9 kcal/mol
**Highest occupied orbital energy**: -9.199 eV
**Net charge**: 0

Geometry (Å):
C: -3.6620 -1.9264 0.4260
C: -3.4981 -1.7538 -1.1048
C: -1.9875 -1.7304 -1.6007
C: -1.3875 -3.1293 -1.6648
C: -1.1525 -0.6271 -0.7817
N: -1.6416 0.6595 -1.3091
C: 0.3366 -0.9967 -1.1824
O: 0.5686 -1.0747 -2.3417
N: 1.1939 -0.9544 -0.0498
C: 0.8820 -0.2104 1.2234
C: 0.7088 1.3917 1.2980
C: 1.8141 2.1629 0.8582
C: 1.7537 3.4982 0.2416
C: 2.9281 4.1905 -0.0052
C: 4.2051 3.6520 0.2506
C: 4.2946 2.3017 0.7503
C: 3.1156 1.7205 1.1817
C: -0.2698 -0.7947 1.9980
O: -0.9511 -0.1283 2.7172
O: -0.3858 -2.1694 1.8947
H: -4.1128 -2.8989 0.6468
H: -4.4320 -1.2823 0.8427
H: -2.8010 -1.6186 0.9048
H: -4.0003 -0.8006 -1.4331
H: -3.9556 -2.5131 -1.7164
H: -1.9503 -1.2605 -2.6498
H: -1.8239 -3.7891 -2.3540
H: -0.3536 -2.9287 -1.8276
H: -1.4729 -3.8146 -0.7886
H: -1.4675 -0.6986 0.2684
H: -0.9841 1.2911 -0.8404
H: -1.3921 0.6760 -2.3323
H: 2.1436 -1.2133 -0.1518
H: 1.7869 -0.3058 1.6909
H: -0.3726 1.6321 0.7888
H: 0.5037 1.5519 2.3669
H: 0.8271 4.0164 -0.1089
H: 2.9571 5.3588 -0.3382
H: 5.1239 4.1959 0.1458
H: 5.3169 2.0104 1.0133
H: 3.1632 0.7990 1.7888
H: 0.4312 -2.4885 1.2845

Forces on atoms 1 to 6 (eV/Å):
C -2.712 -0.508 -1.822
C 0.751 1.773 -0.625
C -1.484 1.251 0.163
C 0.240 0.208 2.082
C -1.275 -2.435 -1.823
N 1.816 -0.182 -0.318



Here is the molecule C15H22N2O4 from OMol25. Energies are from wB97M-V/def2-TZVPD.

Output
**SMILES**: O=C([C@H](CO)NC(=O)[C@H]1C[C@@]2(C1)C[C@]21CC1)N1CCCO1
**Energy relative to the best compared isomer or geometry (same formula, charge and spin)**: 210.9 kcal/mol
**Highest occupied orbital energy**: -6.419 eV
**Net charge**: 0

Geometry (Å):
O: -2.6177 1.9764 -1.2922
C: -2.8462 1.2963 -0.3017
C: -1.7603 1.0217 0.7296
C: -1.6807 2.1170 1.7739
O: -2.9571 2.2219 2.3910
N: -0.5193 0.9656 -0.0102
C: 0.5994 0.3926 0.4962
O: 0.6358 -0.1149 1.6042
C: 1.7869 0.3769 -0.4318
C: 2.1587 -1.0232 -1.0014
C: 3.6092 -0.6044 -0.8160
C: 3.1779 0.4332 0.2275
C: 4.6156 -0.4335 -1.8011
C: 4.7945 -1.6090 -0.8163
C: 6.2591 -1.7631 -0.3350
C: 5.2125 -2.0649 0.5929
N: -4.0185 0.6479 -0.1754
C: -4.8011 0.0925 -1.2611
C: -6.0575 -0.3230 -0.5114
C: -5.4530 -0.8511 0.7840
O: -4.2243 -0.1312 0.9849
H: -1.9383 0.0656 1.2208
H: -0.9009 1.8509 2.4913
H: -1.3999 3.0533 1.2753
H: -2.8876 2.8392 3.1248
H: -0.5409 1.3779 -0.9306
H: 1.6920 1.1099 -1.2316
H: 1.8944 -1.8128 -0.2998
H: 1.8328 -1.2929 -2.0055
H: 3.7035 1.3884 0.2650
H: 3.1314 -0.0072 1.2228
H: 4.4471 -0.7132 -2.8380
H: 5.2578 0.4439 -1.6883
H: 6.8075 -2.5547 -0.8291
H: 6.8515 -0.8648 -0.1529
H: 5.0686 -1.3698 1.4207
H: 4.9481 -3.0880 0.8328
H: -4.9580 0.8428 -2.0266
H: -4.2835 -0.7731 -1.6896
H: -6.6784 0.5516 -0.3224
H: -6.6583 -1.0644 -1.0327
H: -6.0893 -0.6918 1.6528
H: -5.2134 -1.9145 0.7103

Forces on atoms 1 to 6 (eV/Å):
O 0.040 0.034 -0.071
C 0.248 -0.401 -0.398
C 0.016 0.004 0.188
C -0.122 0.254 0.176
O 0.133 0.071 0.055
N 0.027 -0.002 -0.065



Here is the molecule C15H22N2OS from OMol25. Energies are from wB97M-V/def2-TZVPD.

Output
**SMILES**: CCOc1ccc(NC(=S)N2CCCCCC2)cc1
**Energy relative to the best compared isomer or geometry (same formula, charge and spin)**: 15.4 kcal/mol
**Highest occupied orbital energy**: -7.720 eV
**Net charge**: 0

Geometry (Å):
C: -5.7011 -0.7315 -1.4322
C: -5.2976 0.5367 -0.6854
O: -4.6521 0.2648 0.5416
C: -3.3617 -0.1704 0.5480
C: -2.5202 -0.2450 -0.5563
C: -1.2149 -0.6832 -0.4132
C: -0.7167 -1.0474 0.8329
N: 0.5897 -1.5130 1.0180
C: 1.6439 -1.4648 0.1402
S: 2.6023 -2.8182 0.0474
N: 1.8780 -0.3236 -0.5445
C: 2.9006 -0.2983 -1.5682
C: 4.1057 0.5875 -1.2246
C: 4.4552 0.5869 0.2655
C: 3.6796 1.6411 1.0579
C: 2.2053 1.3055 1.2743
C: 1.4625 0.9643 -0.0214
C: -1.5663 -0.9857 1.9377
C: -2.8648 -0.5539 1.7966
H: -6.3462 -1.3390 -0.8025
H: -6.2383 -0.4681 -2.3391
H: -4.8272 -1.3218 -1.6971
H: -4.6745 1.1816 -1.3179
H: -6.1914 1.0986 -0.4000
H: -2.8620 0.0277 -1.5421
H: -0.5840 -0.7607 -1.2861
H: 0.6662 -2.2926 1.6601
H: 3.2340 -1.3276 -1.7094
H: 2.4438 0.0494 -2.5030
H: 4.9549 0.2154 -1.7994
H: 3.9256 1.6160 -1.5460
H: 4.2804 -0.4050 0.6845
H: 5.5201 0.8036 0.3716
H: 3.7586 2.5999 0.5381
H: 4.1474 1.7623 2.0375
H: 1.7107 2.1568 1.7464
H: 2.1202 0.4547 1.9532
H: 1.6709 1.7131 -0.7869
H: 0.3868 0.9684 0.1687
H: -1.1977 -1.2834 2.9080
H: -3.5259 -0.5012 2.6468

Forces on atoms 1 to 6 (eV/Å):
C 0.191 0.242 0.286
C -0.226 -0.054 -0.376
O 0.115 -0.056 0.246
C 0.173 -0.078 0.142
C -0.339 0.141 0.022
C 0.143 -0.229 0.250



Here is the molecule C15H22N4OS from OMol25. Energies are from wB97M-V/def2-TZVPD.

Output
**SMILES**: CCCCc1nnc(SCc2ccc(OCC)cc2)n1N
**Energy relative to the best compared isomer or geometry (same formula, charge and spin)**: 2.7 kcal/mol
**Highest occupied orbital energy**: -8.081 eV
**Net charge**: 0

Geometry (Å):
C: 3.6346 4.8741 3.1720
C: 4.3370 3.8999 2.2345
C: 3.3743 2.8473 1.6929
C: 4.0846 1.8667 0.7533
C: 3.1414 0.8605 0.2177
N: 2.7004 0.7669 -1.0009
N: 1.8506 -0.2751 -1.0830
C: 1.7805 -0.8164 0.1000
S: 0.8682 -2.2047 0.6007
C: -0.0307 -2.5474 -0.9655
C: -1.3039 -1.7772 -1.0396
C: -2.4861 -2.3097 -0.5467
C: -3.6720 -1.5986 -0.6032
C: -3.6892 -0.3205 -1.1522
O: -4.7794 0.4875 -1.2511
C: -6.0574 -0.0025 -0.9012
C: -6.6419 -0.9315 -1.9616
C: -2.4956 0.2229 -1.6349
C: -1.3211 -0.4933 -1.5795
N: 2.5807 -0.1358 0.9793
N: 2.7945 -0.3766 2.3316
H: 3.2070 4.3454 4.0212
H: 2.8316 5.3915 2.6519
H: 4.3348 5.6167 3.5472
H: 5.1500 3.4036 2.7694
H: 4.7760 4.4511 1.4001
H: 2.9384 2.2909 2.5251
H: 2.5642 3.3379 1.1493
H: 4.8798 1.3550 1.3006
H: 4.5189 2.4013 -0.0915
H: -0.2023 -3.6232 -0.9525
H: 0.6633 -2.2702 -1.7564
H: -2.4875 -3.3002 -0.1131
H: -4.5677 -2.0543 -0.2111
H: -6.0303 -0.4957 0.0786
H: -6.6758 0.8955 -0.8147
H: -6.6903 -0.4141 -2.9165
H: -6.0253 -1.8186 -2.0840
H: -7.6444 -1.2344 -1.6718
H: -2.5201 1.2172 -2.0519
H: -0.4018 -0.0640 -1.9496
H: 3.3285 -1.2364 2.4550
H: 1.8978 -0.4966 2.8003

Forces on atoms 1 to 6 (eV/Å):
C 0.216 -0.079 -0.122
C -0.334 -0.018 0.085
C 0.419 0.096 -0.043
C -0.247 0.093 0.204
C 0.149 -0.030 0.108
N 0.871 1.052 -0.036



Here is a structure of composition C15H22N6O3 from OMol25. Energies are from wB97M-V/def2-TZVPD.

Output
**Energy relative to the best compared isomer or geometry (same formula, charge and spin)**: 380.0 kcal/mol
**Highest occupied orbital energy**: -7.928 eV
**Net charge**: 0

Geometry (Å):
C: -9.5170 -9.3058 -5.3904
O: -9.5127 -10.3912 -4.8735
N: -8.4869 -8.5395 -5.2425
N: -10.5678 -8.6929 -5.8631
H: -7.7423 -9.0732 -4.8172
H: -8.3141 -7.6181 -5.6183
H: -11.4580 -9.1528 -5.9904
H: -10.3538 -7.8565 -6.3872
C: -6.5145 -12.8391 -4.4195
C: -7.4654 -11.9316 -4.8672
C: -7.7631 -11.8782 -6.2427
C: -7.1349 -12.7975 -7.1204
C: -6.3097 -13.7476 -6.6368
C: -5.9582 -13.7098 -5.3329
O: -5.0479 -14.5937 -4.9316
O: -8.6161 -10.9016 -6.7788
H: -6.2057 -12.8818 -3.3855
H: -7.9183 -11.2920 -4.1241
H: -7.3465 -12.7092 -8.1757
H: -5.8631 -14.4852 -7.2871
H: -4.4060 -14.1153 -4.4018
H: -9.1097 -10.4360 -6.0997
C: -2.9960 -12.5917 -5.4675
C: -3.1339 -12.0194 -6.8165
N: -3.1507 -11.6392 -7.9289
H: -2.8498 -13.6539 -5.6637
H: -3.8334 -12.2814 -4.8425
H: -2.0303 -12.3161 -5.0437
C: -5.3231 -10.0347 -6.0965
C: -6.4705 -9.8659 -5.1565
N: -7.3093 -9.7893 -4.3600
H: -5.8349 -10.1152 -7.0555
H: -4.9117 -11.0394 -5.9986
H: -4.6023 -9.2198 -6.1636
C: -7.5053 -9.7034 -8.2248
C: -6.5864 -8.7190 -8.6804
N: -5.8319 -7.8808 -9.0832
H: -7.7899 -9.4185 -7.2119
H: -6.9995 -10.6538 -8.3946
H: -8.3453 -9.6806 -8.9190
C: -7.3306 -7.4569 -3.1838
C: -8.0623 -8.5597 -2.6003
N: -8.6412 -9.4240 -2.0984
H: -7.9295 -6.5519 -3.2862
H: -7.0781 -7.7501 -4.2028
H: -6.4701 -7.1972 -2.5671

Forces on atoms 1 to 6 (eV/Å):
C -2.127 5.139 3.748
O -3.116 -2.076 3.425
N -3.720 7.327 -4.888
N -3.010 1.137 -2.214
H -4.341 7.425 -3.195
H -0.947 0.010 -0.281



Summary of gap between HOMO and LUMO in eV
8.7; 9.8; 8.4; 9.5; 7.2; 8.5; 8.6; 8.2
(order as listed above)
Summary of max |F| in eV/A
0.68; 1.48; 18.37; 5.58; 1.98; 0.67; 1.37; 16.77
(order as listed above)